one.
# C3H6ClN

An isolated molecule of C3H6ClN (ωB97M-V/def2-TZVPD, the Open Molecules 2025 dataset).

Computed properties:
* gap between HOMO and LUMO: 0.4045 Eh
* SMILES: NC1(Cl)CC1
* highest occupied orbital energy: -10.012 eV

Last column: natural (NBO) charge in e.
CARTESIAN COORDINATES (ANGSTROEM)
H 0.743 2.181 -0.510  0.36
H -1.347 -0.625 -1.239  0.25
H 0.293 1.994 0.953  0.36
H 0.255 -1.530 -1.424  0.24
Cl 2.156 -0.262 0.157  -0.08
C -0.602 -0.873 0.656  -0.45
N 0.007 1.637 0.059  -0.82
C 0.361 0.069 -0.058  0.15
C -0.366 -0.817 -0.858  -0.47
H -0.047 -1.514 1.313  0.23
H -1.453 -0.261 0.952  0.24

***

two.
# C3H6ClN

A cluster of 3 separate species, C3H6ClN in total (ωB97M-V/def2-TZVPD, the Open Molecules 2025 dataset).

Computed properties:
* gap between HOMO and LUMO: 0.2925 Eh
* highest occupied orbital energy: -8.711 eV

Last column: natural (NBO) charge in e.
CARTESIAN COORDINATES (ANGSTROEM)
H 0.168 2.075 0.254  0.22
C 0.179 0.930 0.436  -0.41
N 0.922 -1.513 -0.096  -0.63
C -0.824 0.348 -0.465  -0.32
H 1.266 0.152 -1.220  0.22
H 1.675 -1.194 1.470  0.20
C 0.570 -0.057 -0.478  -0.13
H -0.813 1.244 -1.107  0.24
H 0.096 0.494 1.325  0.22
Cl -2.198 -0.471 0.026  0.16
H -1.041 -2.008 -0.145  0.23

***

three.
# C3H6ClN

An isolated molecule of C3H6ClN (ωB97M-V/def2-TZVPD, the Open Molecules 2025 dataset).

Computed properties:
* gap between HOMO and LUMO: 0.3839 Eh
* SMILES: C/N=C(/C)Cl
* highest occupied orbital energy: -9.601 eV

Last column: natural (NBO) charge in e.
CARTESIAN COORDINATES (ANGSTROEM)
N -0.165 -0.557 0.330  -0.43
H -1.537 -1.029 1.491  0.21
Cl 0.727 2.086 0.483  -0.14
H 1.129 1.247 -2.054  0.22
H -0.266 -0.417 2.440  0.19
H -0.057 -1.895 1.878  0.21
H -0.567 0.939 -1.914  0.22
C 0.332 0.416 -0.163  0.37
C 0.397 0.509 -1.781  -0.63
H 0.529 -0.350 -2.301  0.22
C -0.524 -0.948 1.591  -0.43

***

Sorted by energy, starting with the most stable: three, one, two.

***

one.
# C22H29N3O5S

An isolated molecule of C22H29N3O5S (ωB97M-V/def2-TZVPD, the Open Molecules 2025 dataset).

Computed properties:
* gap between HOMO and LUMO: 0.3415 Eh
* SMILES: CC(C)[C@H](NC(=O)C1CCN(S(=O)(=O)c2ccccc2)CC1)C(=O)NCc1ccco1
* highest occupied orbital energy: -8.625 eV

Last column: natural (NBO) charge in e.
CARTESIAN COORDINATES (ANGSTROEM)
H 7.134 -0.655 0.136  0.21
C -4.670 0.949 -0.803  -0.20
O 1.308 -0.589 1.858  -0.67
N 2.506 1.608 0.576  -0.62
C -1.584 -0.845 1.041  -0.24
C -5.627 1.792 -0.263  -0.22
H -5.783 2.773 -0.686  0.22
C -1.354 2.711 -1.192  0.09
H -1.907 2.706 -2.110  0.20
C -4.485 -0.303 -0.250  -0.25
H 6.050 -1.751 -1.791  0.21
C -6.192 0.113 1.365  -0.20
H -5.073 -1.728 1.211  0.24
O -3.377 -2.684 -0.421  -0.95
C 0.475 2.807 -0.029  0.26
O -0.019 2.812 -1.285  -0.40
H 2.436 3.157 -0.777  0.26
H 0.846 -2.134 -1.721  0.20
C -0.676 -0.698 -1.199  -0.24
H -7.126 2.033 1.244  0.22
H 4.863 -0.477 -2.079  0.25
C 6.186 -0.176 0.368  -0.61
N -1.847 -0.587 -0.359  -0.68
C 3.704 -0.456 0.441  -0.14
H 2.640 -1.895 -0.668  0.41
H -0.736 -2.830 -1.348  0.23
C -0.884 -2.184 1.282  -0.41
C -0.547 2.693 0.870  -0.32
H 0.022 0.097 -0.920  0.21
H 0.794 -3.308 0.524  0.23
H -0.964 -0.028 1.418  0.23
C 0.375 -2.300 0.416  -0.31
O 3.891 1.365 -1.189  -0.64
H -1.010 -0.541 -2.225  0.25
H 6.125 0.755 -0.187  0.23
H 4.341 -2.148 -1.803  0.19
H -2.545 -0.823 1.558  0.21
C 5.064 -1.385 -1.518  -0.62
H 5.129 -2.038 0.528  0.20
H 2.059 1.132 1.355  0.43
N 2.579 -1.334 0.165  -0.61
H -0.460 2.663 1.937  0.23
H -4.069 1.233 -1.651  0.23
H -1.569 -2.992 1.026  0.23
H -0.616 -2.256 2.336  0.23
H 2.190 3.637 0.928  0.21
C -0.013 -2.067 -1.051  -0.40
S -3.218 -1.354 -0.950  2.30
H -2.738 2.539 0.484  0.23
C -5.237 -0.734 0.824  -0.22
H 6.165 0.048 1.433  0.20
C 1.954 2.886 0.165  -0.28
C 5.026 -1.091 -0.019  -0.21
C -6.382 1.374 0.822  -0.19
H 3.739 -0.327 1.531  0.23
C 3.400 0.931 -0.169  0.68
C -1.740 2.632 0.109  -0.31
C 1.444 -1.317 0.887  0.70
O -3.212 -1.198 -2.376  -0.94
H -6.788 -0.211 2.205  0.22

***

two.
# C22H29N3O5S

An isolated molecule of C22H29N3O5S (ωB97M-V/def2-TZVPD, the Open Molecules 2025 dataset).

Computed properties:
* gap between HOMO and LUMO: 0.3370 Eh
* SMILES: CC[C@@H](C(=O)NC1CCCC1)N(Cc1ccco1)C(=O)CNS(=O)(=O)c1ccccc1
* highest occupied orbital energy: -8.639 eV

Last column: natural (NBO) charge in e.
CARTESIAN COORDINATES (ANGSTROEM)
H -3.325 -0.368 -4.652  0.20
H -0.509 1.663 3.777  0.20
H -3.555 -0.058 0.820  0.22
C -1.081 1.298 -2.309  0.68
H -3.593 1.251 -0.375  0.24
C -3.503 0.712 -2.783  -0.40
H -0.111 -0.797 3.550  0.23
C 2.064 1.686 -0.799  -0.42
H 2.513 -2.628 6.394  0.22
O -0.914 -1.983 -1.354  -0.67
H -2.607 -2.638 0.928  0.23
C 3.246 0.731 -0.947  -0.41
H 0.174 3.595 1.989  0.23
H 4.039 0.939 -0.230  0.21
C -1.607 -1.396 -0.533  0.69
N -2.294 -0.280 -0.837  -0.42
C -1.257 2.479 0.694  -0.30
C -3.479 0.652 -4.306  -0.61
H -1.261 3.023 -0.228  0.25
C 2.362 1.042 -3.154  -0.40
H -1.765 -1.232 1.639  0.24
C 1.121 -1.643 5.103  -0.20
H 2.446 1.641 -4.059  0.21
C 1.343 1.638 -2.159  -0.07
C 2.491 -2.879 3.027  -0.21
H 4.321 0.152 -2.766  0.21
C 0.721 -1.436 3.793  -0.22
H 0.275 -0.141 -1.818  0.42
O -1.336 2.459 -2.572  -0.66
C 3.685 0.951 -2.392  -0.40
H 2.911 -0.297 -0.802  0.21
H -0.427 -3.492 0.391  0.42
C -1.972 1.356 0.982  0.26
H 3.001 -3.338 2.196  0.24
H 2.419 2.699 -0.606  0.20
O 0.469 -0.457 0.905  -0.96
H -3.662 1.750 -2.485  0.22
H 2.032 0.042 -3.439  0.21
C 1.413 -2.056 2.771  -0.24
C -0.826 1.824 2.765  0.08
H 1.004 2.630 -2.467  0.23
O 1.830 -2.391 0.203  -0.93
N 0.151 0.819 -2.108  -0.61
C 2.203 -2.467 5.373  -0.19
H -2.675 1.276 -4.687  0.22
H 0.590 -1.166 5.913  0.22
H -1.835 -0.647 -2.793  0.25
H -4.420 1.016 -4.712  0.21
C -2.940 0.562 0.161  -0.27
H 1.397 1.388 0.007  0.24
H 4.230 1.894 -2.472  0.19
O -1.715 0.956 2.251  -0.42
C 2.889 -3.084 4.339  -0.21
H -4.319 0.095 -2.401  0.20
H 3.732 -3.723 4.554  0.22
C -1.723 -1.996 0.869  -0.33
C -0.506 2.780 1.856  -0.29
C -2.176 0.215 -2.209  -0.14
N -0.538 -2.792 1.116  -0.84
S 0.857 -1.829 1.089  2.29

***

Sorted by energy, starting with the most stable: one, two.

***

one.
# C2H12O5

A cluster of 5 separate species, C2H12O5 in total (ωB97M-V/def2-TZVPD, the Open Molecules 2025 dataset).

Computed properties:
* gap between HOMO and LUMO: 0.3640 Eh
* SMILES: C=CO.O.O.O.O
* highest occupied orbital energy: -9.498 eV

Last column: natural (NBO) charge in e.
CARTESIAN COORDINATES (ANGSTROEM)
H 1.886 -0.544 -0.041  0.13
O -1.089 -0.834 -2.480  -0.97
H 3.233 -1.219 1.892  0.21
H -1.067 -0.746 -3.432  0.48
C 1.863 0.092 0.866  0.12
H -4.008 -1.515 2.149  0.47
C 2.714 -0.279 1.827  -0.46
H 0.268 1.101 1.009  0.52
O 1.155 1.068 -2.759  -0.95
H -2.306 0.543 0.870  0.49
H -1.558 0.175 -0.406  0.49
H -0.272 -0.378 -2.223  0.48
O 1.215 1.273 0.814  -0.74
H -2.838 -1.598 1.300  0.46
H 1.076 2.030 -2.687  0.48
O -1.554 0.798 0.325  -0.97
H 2.834 0.447 2.640  0.20
H 1.509 0.954 -1.875  0.47
O -3.060 -1.366 2.212  -0.93

***

two.
# C2H12O5

A cluster of 5 separate species, C2H12O5 in total (ωB97M-V/def2-TZVPD, the Open Molecules 2025 dataset).

Computed properties:
* gap between HOMO and LUMO: 0.3318 Eh
* SMILES: C=CO.O.O.O.O
* highest occupied orbital energy: -8.698 eV

Last column: natural (NBO) charge in e.
CARTESIAN COORDINATES (ANGSTROEM)
H 2.080 0.729 -0.220  0.47
O 2.624 0.608 -0.990  -0.94
H 1.851 0.582 2.220  0.46
H -1.245 2.400 -1.420  0.48
H -1.231 -1.815 1.842  0.17
O -2.789 0.054 0.731  -0.66
H 0.983 -1.189 -1.801  0.47
C -0.800 -1.226 1.090  -0.52
H 0.171 -1.567 1.125  0.21
H 3.216 -0.158 -0.738  0.47
O 0.920 0.761 1.965  -0.92
H 0.986 1.490 1.422  0.47
O 0.412 -1.698 -2.283  -0.93
C -1.484 -0.183 0.547  0.18
H -1.175 0.196 -0.355  0.13
O -0.468 1.929 -1.121  -0.92
H -3.003 -0.580 1.589  0.48
H -0.480 -1.383 -2.186  0.46
H -0.568 1.050 -1.419  0.45

***

three.
# C2H12O5

A cluster of 5 separate species, C2H12O5 in total (ωB97M-V/def2-TZVPD, the Open Molecules 2025 dataset).

Computed properties:
* gap between HOMO and LUMO: 0.4062 Eh
* SMILES: CC=O.O.O.O.O
* highest occupied orbital energy: -10.533 eV

Last column: natural (NBO) charge in e.
CARTESIAN COORDINATES (ANGSTROEM)
O -1.306 0.450 -3.156  -0.93
H 0.358 -2.819 2.092  0.49
O 1.565 1.446 -2.311  -0.97
O 0.369 -2.926 -0.487  -0.97
H 2.230 1.947 -1.924  0.47
C -0.789 2.052 1.514  -0.74
H -0.105 -3.529 -1.062  0.47
O 0.292 -2.028 2.694  -0.95
C -0.104 0.787 0.956  0.47
H -0.120 2.574 2.260  0.24
H -1.167 2.739 0.733  0.24
O -0.102 0.454 -0.249  -0.60
H -0.458 0.779 -2.910  0.47
H -0.059 -2.003 -0.548  0.50
H -1.684 1.718 2.065  0.25
H 0.977 1.177 -1.534  0.49
H -1.035 -0.460 -3.337  0.46
H 0.417 0.188 1.732  0.16
H 0.722 -2.546 3.471  0.47

***

four.
# C2H12O5

A cluster of 5 separate species, C2H12O5 in total (ωB97M-V/def2-TZVPD, the Open Molecules 2025 dataset).

Computed properties:
* gap between HOMO and LUMO: 0.3610 Eh
* SMILES: C=CO.O.O.O.O
* highest occupied orbital energy: -9.340 eV

Last column: natural (NBO) charge in e.
CARTESIAN COORDINATES (ANGSTROEM)
C 0.970 -0.693 2.241  -0.54
H -1.888 -1.008 1.780  0.46
O -0.871 1.516 -0.641  -0.97
H -1.947 -0.271 -2.618  0.48
O -1.645 -0.851 -1.921  -0.98
H 3.076 0.552 1.435  0.47
H -0.044 -1.040 2.296  0.21
H 1.614 -1.538 2.460  0.20
O 2.386 1.186 1.496  -0.67
H -1.540 0.963 -1.056  0.48
H -0.513 0.959 0.057  0.48
O 0.883 0.170 -3.082  -0.96
O -1.751 -0.498 0.974  -0.95
H 0.488 1.307 1.691  0.18
C 1.240 0.541 1.875  0.15
H -0.718 -1.075 -1.973  0.51
H 0.842 0.924 -2.481  0.49
H 1.772 -0.168 -2.917  0.47
H -2.355 -0.976 0.385  0.49

***

Sorted by energy, starting with the most stable: three, one, four, two.